1.
A 6-piece molecular cluster, C6H23NO5 overall, computed with ωB97M-V/def2-TZVPD.

Output
gap between HOMO and LUMO: 9.353 eV
net charge: 0
HOMO: -8.9 eV

Geometry as XYZ:
```
35
Properties=species:S:1:pos:R:3:forces:R:3:nbo_charge:R:1
C -1.2147 -1.1160 1.8300 0.03 0.18 0.21 -0.624
C -0.5059 -0.6185 0.5771 -0.38 0.27 -0.03 -0.046
C -0.4101 -1.7337 -0.4746 0.47 -0.02 0.09 -0.444
C 0.7647 -1.6028 -1.4256 -0.33 0.07 -0.33 0.036
C 1.9880 -1.9369 -1.0429 0.34 -0.11 -0.04 -0.424
C 0.5014 -1.0789 -2.8246 0.28 0.19 0.09 -0.661
N -1.1896 0.5578 -0.0040 0.04 -0.30 -0.34 -0.896
H -2.2207 -1.4696 1.5920 -0.02 -0.06 -0.06 0.194
H -0.6534 -1.9307 2.2852 0.00 -0.09 0.05 0.210
H -1.3080 -0.3120 2.5684 0.04 -0.10 -0.14 0.227
H 0.4994 -0.2821 0.8416 0.01 -0.26 0.02 0.204
H -0.3048 -2.6812 0.0535 -0.03 -0.05 0.06 0.220
H -1.3479 -1.7788 -1.0319 -0.07 -0.01 0.01 0.198
H 2.1997 -2.3232 -0.0579 -0.12 -0.03 0.21 0.202
H 2.8515 -1.8451 -1.6968 -0.16 0.05 -0.09 0.190
H 0.8756 -1.7666 -3.5856 -0.03 -0.04 0.06 0.219
H 1.0270 -0.1273 -2.9651 -0.21 -0.09 -0.04 0.239
H -0.5608 -0.9187 -3.0062 0.01 0.05 0.01 0.205
H -1.3305 1.2483 0.7297 0.02 0.00 -0.02 0.400
H -2.1097 0.2802 -0.3378 0.00 0.00 0.03 0.385
H 1.3321 2.0922 0.0224 0.10 0.04 -0.16 0.516
H 2.3963 2.7922 0.9258 -0.03 -0.07 0.01 0.483
O 1.7422 2.0858 0.9226 0.03 0.09 0.24 -1.014
H -0.8349 3.1462 2.5795 0.12 -0.34 -0.06 0.472
H 0.2223 2.1272 2.0681 -0.36 0.22 0.12 0.505
O -0.6996 2.2048 2.4006 0.30 0.27 0.03 -0.982
H -4.2028 -1.1460 -1.4868 -0.06 0.08 0.10 0.478
H -4.8349 -0.2930 -0.3722 -0.06 -0.07 0.02 0.478
O -4.0939 -0.3318 -0.9824 0.11 -0.04 -0.13 -0.948
H -0.0824 1.3350 -1.1800 -0.17 0.20 0.24 0.511
H 0.0807 2.7922 -1.6983 0.17 -0.29 0.04 0.475
O 0.5973 2.0007 -1.4856 -0.09 0.24 -0.25 -0.998
H 2.4873 0.4559 1.5509 0.24 -0.22 -0.03 0.494
H 3.5639 -0.5504 1.1109 -0.13 0.06 0.04 0.463
O 2.9359 -0.3687 1.8184 -0.02 0.15 0.03 -0.968
```
Positions in Å, forces in eV/Å.

***

2.
A 4-piece molecular cluster, C48H40BClNO12P2S2 overall, computed with ωB97M-V/def2-TZVPD.

Output
gap between HOMO and LUMO: 5.320 eV
net charge: -1
HOMO: -5.2 eV

Geometry as XYZ:
```
107
Properties=species:S:1:pos:R:3:forces:R:3:lowdin_charge:R:1
N -5.6872 -1.4153 3.4115 0.04 0.00 0.23 -0.168
P -4.2371 -1.5321 3.8940 0.24 -0.02 -0.15 0.481
O -3.3188 -0.2199 3.8043 -0.30 0.22 0.29 -0.149
O -4.0275 -1.8814 5.4491 -0.34 -0.18 -0.01 -0.150
C -3.2672 -2.6950 2.8298 -0.08 0.06 0.34 -0.668
P -4.4676 -3.6290 1.7672 -0.04 -0.08 -0.01 0.383
S -5.7538 -4.8668 2.5720 0.06 0.05 -0.02 0.042
C -2.3792 -3.7505 3.5500 0.12 0.13 0.01 -0.241
O -1.2655 -3.8814 2.7337 -0.15 -0.09 -0.19 -0.055
B -1.0123 -2.5980 2.0285 0.15 0.12 0.18 -0.671
C -0.4055 -2.8381 0.5357 -0.01 0.34 -0.01 -0.121
C -1.3855 -2.7848 -0.6361 0.10 -0.13 0.01 -0.233
C -0.6970 -3.1499 -1.9545 -0.08 0.13 -0.07 -0.223
C -1.6143 -3.6637 -3.0673 0.14 -0.11 -0.07 -0.296
S -2.5653 -2.3699 -3.8314 0.04 -0.03 0.04 0.343
O -3.2461 -1.5585 -2.8787 -0.02 0.01 -0.04 -0.321
O -1.7966 -1.7752 -4.8817 0.00 0.07 0.07 -0.352
Cl -4.0220 -3.4923 -4.7742 -0.03 -0.02 -0.07 0.358
O -2.4076 -1.9453 2.0340 -0.17 -0.18 -0.46 -0.125
H -6.4528 -1.6186 4.0339 -0.06 0.07 -0.09 -0.012
H -3.0200 -0.0803 2.8984 0.32 -0.24 -0.25 0.073
H -3.0980 -1.9010 5.6945 0.17 0.04 0.02 0.063
H -4.9724 -2.6550 0.8944 0.01 0.01 0.02 -0.009
H -3.5407 -4.2975 0.9529 0.01 0.04 -0.05 -0.016
H -2.9029 -4.7066 3.6543 0.01 0.04 0.08 0.098
H -2.1118 -3.4095 4.5654 0.06 0.04 -0.05 0.109
H -0.2690 -1.8401 2.6804 -0.05 -0.08 0.09 0.098
H 0.3511 -2.0634 0.3532 0.08 -0.12 -0.05 0.076
H 0.1228 -3.8011 0.5183 -0.01 0.01 0.08 0.097
H -2.2219 -3.4738 -0.4775 0.02 0.01 0.02 0.087
H -1.8136 -1.7839 -0.7079 -0.11 -0.07 0.01 0.108
H 0.0089 -3.9647 -1.7660 0.00 0.03 -0.04 0.115
H -0.1104 -2.3057 -2.3310 0.07 -0.06 0.06 0.120
H -2.3100 -4.4263 -2.7177 -0.07 0.13 0.08 0.095
H -1.0438 -4.0622 -3.9086 -0.06 -0.05 0.03 0.100
C 3.3528 2.4000 3.3859 -0.01 0.02 0.03 -0.055
C 2.1589 1.9080 2.8691 -0.02 0.01 -0.01 -0.047
C 2.1535 1.1950 1.6832 0.01 -0.02 0.02 0.012
C 3.3485 0.9709 1.0093 -0.02 -0.06 0.01 -0.078
C 4.5491 1.4575 1.5286 0.03 0.04 -0.01 -0.087
C 4.5457 2.1771 2.7192 -0.02 -0.02 0.01 -0.005
C 5.8427 1.2157 0.8314 -0.05 -0.03 0.00 -0.278
O 6.8927 1.6285 1.2785 0.01 0.02 -0.01 0.097
C 5.8052 0.4340 -0.4422 0.02 0.01 0.01 -0.082
C 6.9946 0.2081 -1.1268 0.00 -0.02 -0.01 -0.008
C 6.9873 -0.5200 -2.3039 0.01 0.01 0.02 -0.065
C 5.7931 -1.0295 -2.8038 -0.02 0.00 0.00 -0.062
C 4.6058 -0.8054 -2.1287 0.02 -0.01 0.00 -0.001
C 4.6082 -0.0719 -0.9479 -0.04 0.02 -0.03 -0.078
C 3.3114 0.1760 -0.2513 -0.02 0.06 0.18 -0.275
O 2.2652 -0.2480 -0.6852 0.01 -0.05 -0.22 0.112
H 3.3440 2.9541 4.3162 0.04 0.02 -0.01 0.102
H 1.2297 2.0748 3.3983 0.00 -0.01 0.01 0.109
H 1.2396 0.7861 1.2735 0.00 -0.01 0.02 0.123
H 5.4864 2.5437 3.1070 0.00 0.01 -0.01 0.117
H 7.9108 0.6109 -0.7168 0.00 0.00 0.00 0.117
H 7.9139 -0.6939 -2.8361 0.00 0.00 0.00 0.103
H 5.7911 -1.6015 -3.7227 0.00 0.00 0.00 0.105
H 3.6628 -1.1885 -2.4952 0.00 0.01 0.00 0.120
C -2.2280 0.7071 -7.7383 0.01 0.01 -0.02 -0.046
C -3.2334 0.0028 -7.0869 -0.03 -0.01 -0.01 -0.054
C -3.9642 -0.9540 -7.7707 0.02 -0.02 0.04 0.000
C -3.6943 -1.2112 -9.1095 -0.02 0.00 0.01 -0.081
C -2.6911 -0.4946 -9.7675 0.02 0.02 -0.02 -0.088
C -1.9585 0.4622 -9.0742 0.00 0.00 0.02 -0.003
C -2.3871 -0.7290 -11.2051 -0.03 -0.03 0.02 -0.280
O -1.5117 -0.1171 -11.7807 0.00 0.01 -0.01 0.099
C -3.2065 -1.7508 -11.9243 0.02 0.01 -0.01 -0.083
C -2.9710 -1.9698 -13.2773 -0.01 -0.02 -0.01 -0.007
C -3.7109 -2.9169 -13.9637 0.02 0.02 0.00 -0.065
C -4.6879 -3.6535 -13.3016 -0.01 0.00 0.02 -0.063
C -4.9271 -3.4382 -11.9555 0.00 0.00 -0.02 -0.005
C -4.1900 -2.4842 -11.2627 -0.02 -0.01 0.02 -0.081
C -4.4806 -2.2621 -9.8128 0.04 0.03 -0.03 -0.277
O -5.3276 -2.9149 -9.2427 -0.02 0.01 0.00 0.108
H -1.6499 1.4443 -7.1967 0.00 0.00 0.00 0.110
H -3.4349 0.1885 -6.0409 0.02 -0.01 0.00 0.108
H -4.7380 -1.5245 -7.2754 0.00 0.00 -0.01 0.109
H -1.1805 0.9987 -9.6002 -0.01 0.00 0.00 0.118
H -2.2032 -1.3872 -13.7681 0.00 0.00 0.00 0.118
H -3.5278 -3.0849 -15.0172 0.00 0.00 0.00 0.104
H -5.2629 -4.3962 -13.8395 0.00 0.00 0.00 0.104
H -5.6813 -3.9968 -11.4179 0.00 0.00 0.00 0.119
C -1.0550 3.6677 8.8307 0.01 0.00 0.02 -0.052
C -0.8409 4.1602 7.5478 0.01 0.01 -0.02 -0.050
C 0.3903 4.6923 7.2046 -0.01 -0.02 0.01 -0.001
C 1.4146 4.7358 8.1439 0.02 0.00 -0.04 -0.084
C 1.1974 4.2480 9.4334 0.00 0.00 0.04 -0.085
C -0.0404 3.7127 9.7716 -0.01 -0.01 -0.01 -0.001
C 2.2703 4.2905 10.4674 0.00 0.00 -0.05 -0.278
O 2.0876 3.8638 11.5872 0.00 0.01 0.02 0.105
C 3.5838 4.8809 10.0724 0.00 -0.01 0.03 -0.082
C 4.5966 4.9589 11.0217 0.02 0.00 -0.01 -0.004
C 5.8268 5.4920 10.6776 -0.02 -0.01 0.01 -0.060
C 6.0538 5.9471 9.3830 -0.01 0.00 -0.02 -0.060
C 5.0483 5.8740 8.4346 0.02 0.00 0.01 -0.003
C 3.8093 5.3435 8.7762 0.00 0.03 -0.02 -0.082
C 2.7381 5.2900 7.7385 -0.04 -0.05 0.03 -0.279
O 2.9392 5.6785 6.6081 0.03 0.02 -0.01 0.103
H -2.0158 3.2446 9.0928 0.00 0.00 -0.01 0.110
H -1.6357 4.1220 6.8146 0.00 -0.01 0.00 0.111
H 0.5821 5.0739 6.2109 0.00 0.00 0.00 0.120
H -0.1838 3.3337 10.7743 0.00 0.01 0.00 0.120
H 4.3979 4.5938 12.0202 0.00 0.00 0.00 0.119
H 6.6142 5.5526 11.4178 0.00 0.00 0.00 0.106
H 7.0181 6.3591 9.1155 0.00 0.00 0.00 0.106
H 5.2000 6.2218 7.4217 0.00 0.00 0.00 0.120
```
Positions in Å, forces in eV/Å.

***

3.
C4H5OPm as an isolated structure, computed with ωB97M-V/def2-TZVPD.

Output
spin multiplicity: 6
gap between HOMO and LUMO (spin up / spin down): 5.334 / 8.001 eV
⟨S²⟩: 8.75
net charge: +3
HOMO (spin up / spin down): -20.9 / -23.6 eV

Geometry as XYZ:
```
11
Properties=species:S:1:pos:R:3:forces:R:3:nbo_charge:R:1
H 1.0953 -2.2366 0.1295 0.35 0.29 -0.94 0.222
C -1.6787 1.2834 -0.5180 -1.36 0.09 -0.69 0.129
C -0.7955 0.5899 0.2679 1.04 -1.66 1.37 -0.269
C -0.3901 -0.7206 -0.0393 -2.69 2.71 -1.36 0.056
C 0.9642 -1.1388 0.0492 2.76 -1.09 3.99 0.419
O 1.8790 -0.3863 0.4634 -0.88 -0.86 -1.57 -0.646
Pm 4.3965 -0.1968 0.6892 0.27 0.09 0.13 1.981
H -2.0840 0.8426 -1.4306 -0.13 0.07 0.16 0.252
H -0.3578 1.0769 1.1422 0.40 0.20 -0.49 0.287
H -1.9257 2.3226 -0.3013 0.15 -0.01 -0.11 0.274
H -1.1033 -1.4363 -0.4521 0.09 0.18 -0.49 0.294
```
Positions in Å, forces in eV/Å.

***

4.
C40H45F3N7O4ScSi as an isolated structure, computed with ωB97M-V/def2-TZVPD.

Output
gap between HOMO and LUMO: 5.089 eV
net charge: -2
HOMO: -1.7 eV

Geometry as XYZ:
```
101
Properties=species:S:1:pos:R:3:forces:R:3:lowdin_charge:R:1
Sc -0.3877 0.1101 -0.7535 -0.02 0.55 0.67 0.978
O -5.4924 4.5676 2.5593 0.06 0.08 -0.05 -0.060
C -4.8583 5.0148 1.5827 -0.07 0.06 0.03 -0.701
O -4.9447 6.1136 0.9954 -0.05 -0.10 0.06 -0.068
C -3.8087 4.0471 0.9920 0.03 0.00 -0.04 -0.098
C -3.3283 4.2198 -0.2988 0.04 0.01 0.02 0.007
C -2.4315 3.3048 -0.8270 -0.04 0.01 -0.10 -0.128
N -1.9691 2.2653 -0.1401 0.15 -0.21 0.01 0.068
C -2.3983 2.1212 1.1186 0.03 0.08 -0.08 -0.201
C -3.3180 2.9650 1.7137 -0.04 -0.05 0.01 0.062
C -1.8018 0.9504 1.8510 -0.04 -0.05 -0.13 -0.563
O -2.1114 0.6719 2.9916 0.00 -0.08 0.05 0.068
O -0.9454 0.2768 1.1279 -0.26 -0.30 0.47 -0.199
H -3.6683 5.0735 -0.8703 0.00 -0.02 0.01 0.108
H -2.0724 3.3905 -1.8464 0.00 -0.02 0.00 0.083
H -3.6598 2.7793 2.7218 -0.01 0.01 0.00 0.124
C 3.7043 2.9925 -3.5926 -0.03 -0.09 -0.02 -0.087
C 3.0161 3.0861 -2.3936 0.03 0.11 0.03 -0.048
C 2.2682 2.0057 -1.9548 -0.14 -0.25 0.00 -0.023
C 2.2373 0.8279 -2.6887 0.08 0.04 0.32 -0.237
C 2.9307 0.7250 -3.8894 -0.04 -0.14 -0.06 -0.035
C 3.6543 1.8154 -4.3399 0.00 0.03 0.03 -0.102
N 1.4596 -0.2310 -2.1159 -0.32 0.08 -0.49 -0.034
N 1.6456 -1.3691 -2.5657 0.21 -0.07 -0.03 0.113
C 0.7873 -2.3908 -2.0542 -0.08 0.04 -0.11 -0.316
C 1.1630 -3.6766 -2.4316 0.10 -0.06 -0.07 -0.061
C 0.3930 -4.7576 -2.0400 -0.06 0.03 0.09 -0.111
C -0.7661 -4.5231 -1.3066 0.03 0.01 -0.07 -0.103
C -1.1217 -3.2249 -0.9545 -0.06 -0.01 0.07 -0.137
C -0.3520 -2.1078 -1.2822 0.13 0.32 -0.17 -0.147
H 4.2851 3.8347 -3.9476 0.01 0.00 -0.01 0.097
H 3.0661 3.9782 -1.7798 0.00 -0.02 0.06 0.111
H 1.7627 2.0632 -0.9965 0.08 0.12 0.01 0.071
H 2.8857 -0.1988 -4.4506 0.00 0.02 -0.01 0.100
H 4.1886 1.7492 -5.2799 0.00 0.00 -0.01 0.093
H 2.0655 -3.8086 -3.0180 -0.02 0.01 -0.02 0.101
H 0.6825 -5.7671 -2.3046 0.00 0.00 -0.03 0.089
H -1.4001 -5.3534 -1.0135 0.02 0.00 0.00 0.092
H -2.0412 -3.0917 -0.3940 0.02 0.00 0.05 0.077
F -3.1869 -4.8970 5.9464 -0.02 -0.01 0.03 0.140
C -2.5351 -5.4164 4.8888 0.02 0.13 0.04 -0.582
F -1.6125 -6.2658 5.3760 -0.02 -0.02 0.02 0.126
F -3.4344 -6.1585 4.2123 -0.01 -0.04 0.02 0.133
C -1.9337 -4.3546 4.0151 0.08 -0.13 -0.07 -0.127
C -0.5635 -4.2205 3.8916 0.05 0.04 -0.01 0.008
C -0.0849 -3.2750 2.9913 -0.13 -0.07 0.01 -0.105
N -0.8663 -2.5216 2.2272 0.25 -0.18 0.27 0.111
C -2.1798 -2.6326 2.3975 -0.01 0.19 -0.13 -0.111
C -2.7636 -3.5273 3.2790 -0.10 0.04 0.01 0.016
H 0.1145 -4.8366 4.4647 0.01 0.00 -0.02 0.114
H 0.9844 -3.1330 2.8761 -0.01 -0.04 -0.04 0.078
H -2.7938 -1.9743 1.7923 0.02 0.01 0.05 0.118
H -3.8396 -3.5767 3.3853 0.02 -0.02 -0.06 0.125
C 5.4295 2.3627 0.9339 -0.06 -0.10 -0.04 -0.089
C 4.2473 3.2741 1.0425 -0.16 -0.14 -0.03 -0.453
C 4.2834 4.6491 1.2012 -0.10 0.15 -0.06 -0.137
C 2.9273 5.0691 1.2121 0.13 0.10 -0.01 -0.133
C 2.1654 3.9195 1.0616 0.01 -0.02 0.01 -0.431
C 0.6629 3.8822 0.9580 0.41 -0.16 -0.06 -0.053
N 2.9634 2.8097 0.9579 -0.02 0.04 0.03 0.055
H 6.3576 2.9292 1.0432 -0.01 0.00 0.02 0.056
H 5.4627 1.8684 -0.0445 0.02 -0.07 0.02 0.050
H 5.4219 1.5806 1.7022 0.01 -0.03 -0.03 0.050
H 5.1709 5.2643 1.2899 -0.02 -0.02 0.02 0.062
H 2.5478 6.0771 1.3263 0.00 -0.04 0.00 0.068
H 0.2475 4.8338 1.2930 -0.07 -0.04 0.00 0.075
H 0.2176 3.0836 1.5553 0.05 -0.01 0.05 0.062
H 0.3328 3.7335 -0.0760 -0.05 -0.02 0.00 0.049
C -0.0218 3.6295 -5.1121 0.10 0.03 0.04 -0.183
Si -1.5607 2.5642 -5.1302 0.16 0.16 -0.17 0.379
C -3.0444 3.7042 -5.1672 -0.15 0.02 0.16 -0.193
C -1.5822 1.5466 -6.7043 -0.01 -0.14 -0.10 -0.202
C -1.4975 1.5057 -3.6658 -0.11 -0.12 0.12 -0.241
C -1.3155 0.8784 -2.6292 0.23 -0.19 -0.33 -0.166
H -0.0413 4.4027 -5.8867 0.00 -0.05 0.01 0.025
H 0.8777 3.0205 -5.2434 -0.03 0.03 0.01 0.019
H 0.0630 4.1217 -4.1389 0.02 0.01 -0.05 0.032
H -3.1016 4.2151 -6.1327 0.01 0.01 0.02 0.022
H -2.9638 4.4645 -4.3849 -0.03 -0.04 -0.04 0.026
H -3.9824 3.1666 -5.0064 0.05 0.01 -0.02 0.028
H -1.5584 2.1984 -7.5835 0.00 -0.02 0.03 0.021
H -2.4812 0.9269 -6.7646 0.03 0.03 0.01 0.024
H -0.7161 0.8806 -6.7465 -0.03 0.03 0.01 0.024
C 4.6377 -1.4933 0.2706 -0.07 0.00 -0.11 -0.041
C 3.4801 -2.0476 1.0976 0.10 -0.08 0.13 -0.626
C 3.6147 -1.5834 2.5508 -0.03 0.07 -0.03 -0.041
C 3.5016 -3.5721 1.0196 -0.06 -0.05 0.01 -0.044
N 2.2290 -1.6379 0.4452 0.05 0.07 -0.02 -0.053
N 1.7157 -0.3389 0.7185 -0.36 0.11 -0.33 0.023
H 5.6005 -1.7741 0.7039 0.00 0.02 0.00 0.080
H 4.5899 -0.4076 0.2217 0.04 0.15 0.01 0.059
H 4.5722 -1.8807 -0.7489 0.02 0.02 0.03 0.082
H 4.6079 -1.8297 2.9327 -0.02 -0.01 0.01 0.081
H 2.8781 -2.0638 3.1998 -0.04 0.03 -0.01 0.064
H 3.4862 -0.5013 2.6287 0.06 -0.02 0.02 0.078
H 4.5016 -3.9513 1.2368 -0.01 -0.02 0.02 0.082
H 3.2125 -3.8959 0.0163 0.05 0.01 0.01 0.079
H 2.8030 -4.0196 1.7339 0.02 0.02 -0.04 0.067
H 1.4724 -2.2859 0.6286 -0.02 -0.02 0.02 0.087
H 2.4053 0.3979 0.5485 0.08 0.00 0.08 0.061
H 1.4102 -0.2560 1.6853 -0.07 0.20 -0.01 0.088
```
Positions in Å, forces in eV/Å.